Entry from the OMol25 dataset: C12H24KN4OTa as an isolated structure in a non-equilibrium geometry (ωB97M-V/def2-TZVPD).

Output
Orbital gap (eV): 7.7213
Charge: +2
Energy (eV): -38704.149

```
43
Properties=species:S:1:pos:R:3:forces:R:3:lowdin_charge:R:1
N -0.51054 1.82670 1.35990 0.1931 -1.0644 -0.2853 -0.06
C -0.85677 2.94945 1.66920 0.5452 3.6073 2.5144 -0.33
O -0.99339 4.03909 2.13926 -0.0786 -3.5538 -2.0546 0.21
K 2.11065 1.92786 3.69710 0.0033 0.0695 0.2527 0.84
Ta -0.19265 -0.12136 1.20597 -1.2330 1.4455 -0.5083 1.68
N 1.62546 -0.40161 0.63094 -0.2026 -0.7813 0.6365 -0.27
N -1.63683 -0.70310 0.09638 1.1177 -0.4009 1.1027 -0.27
C 2.58890 0.13436 -0.33439 0.3097 -0.1880 -0.5910 -0.67
C -2.40066 0.06334 -0.87546 -0.5448 0.1791 -0.6227 -0.68
C 3.99922 -0.34801 -0.00219 0.0627 0.0429 0.0559 -0.03
C 2.22605 -0.38864 -1.72150 -0.0532 0.0228 -0.3958 -0.02
C 2.54283 1.65164 -0.28886 0.0861 0.3496 -0.0243 -0.04
C -3.45575 0.83078 -0.11091 -0.5374 0.2118 0.1179 -0.02
C -3.04778 -0.87778 -1.86452 -0.1326 -0.0736 -0.3566 -0.03
C -1.48793 1.02639 -1.61467 0.1667 0.0484 -0.4031 -0.04
H 4.27463 -0.10130 1.02806 0.0594 0.0154 -0.0753 0.09
H 4.69592 0.15117 -0.68461 -0.0392 -0.1774 0.2140 0.11
H 4.09500 -1.42927 -0.14169 0.0816 0.1874 -0.0180 0.10
H 2.23264 -1.48585 -1.73815 0.1115 0.2568 -0.1148 0.09
H 2.96477 -0.02119 -2.44630 -0.2438 -0.2127 0.1020 0.11
H 1.23104 -0.05857 -2.04336 0.2607 0.0343 0.0955 0.07
H 1.53666 2.06958 -0.43003 0.1937 -0.1818 -0.1189 0.07
H 3.19185 2.03747 -1.08630 -0.2309 0.0433 0.2657 0.11
H 2.93458 2.03574 0.66781 -0.0250 -0.1118 -0.2061 0.07
H -4.07163 0.15500 0.48713 -0.0601 0.0825 -0.0639 0.10
H -4.10322 1.35708 -0.81570 -0.0258 -0.0287 0.1289 0.11
H -3.01261 1.56700 0.55995 -0.0376 0.0172 -0.0262 0.06
H -3.80065 -1.50932 -1.39691 -0.0321 -0.0467 -0.0134 0.10
H -2.30008 -1.50164 -2.34993 0.0232 -0.1000 -0.1027 0.10
H -3.54476 -0.28861 -2.63217 -0.0571 -0.0486 -0.0687 0.11
H -2.10325 1.60322 -2.31732 0.2718 -0.0696 0.1536 0.12
H -0.73625 0.47432 -2.19241 -0.1779 0.1753 0.0451 0.08
H -0.99137 1.73862 -0.94678 -0.1037 -0.0973 -0.2266 0.05
C 1.74130 -1.86339 0.96434 0.5929 0.3798 -0.3974 -0.11
H 0.88659 -2.19747 1.58672 -0.0776 -0.0724 0.1658 0.06
H 1.77331 -2.51310 0.07315 -0.1004 0.3625 0.3076 0.11
H 2.64426 -2.02733 1.57330 -0.5279 -0.0532 -0.0463 0.11
C -2.10582 -2.02595 0.55225 -0.1796 -0.0311 -0.5149 -0.09
H -1.52315 -2.35894 1.42870 -0.0325 -0.0676 0.0951 0.07
H -3.16169 -1.99404 0.85214 0.3284 0.0600 0.1365 0.11
H -1.98251 -2.77006 -0.24723 0.0377 0.1573 0.3098 0.11
N -0.77353 -0.24696 4.42996 1.1059 -0.4961 -3.8823 0.08
C -0.50281 -0.40533 3.27914 -0.8179 0.1084 4.4172 -0.36
```
Positions in Å, forces in eV/Å.

Entry from the OMol25 dataset: a 5-piece molecular cluster, C12H24N2O3S overall in a non-equilibrium geometry (ωB97M-V/def2-TZVPD).

Output
Orbital gap (eV): 7.9440
Energy relative to the best compared isomer or geometry (same formula, charge and spin) (eV): 5.164
Energy (eV): -32786.992

```
42
Properties=species:S:1:pos:R:3:forces:R:3:lowdin_charge:R:1
C -26.44672 30.66939 40.06578 -0.2427 -0.8731 0.5005 -0.18
O -26.31219 32.00404 39.71256 0.6200 1.2268 -0.3731 -0.12
H -26.97947 30.56704 41.01119 -0.4496 -0.0838 -0.0153 0.07
H -26.99572 30.20063 39.24910 0.1073 -0.3670 0.2589 0.08
H -25.48692 30.19136 40.26169 0.1498 -0.2295 -0.4747 0.08
H -25.54162 32.34270 40.17421 -0.0968 0.3105 0.0422 0.08
C -22.21132 32.21564 33.74439 -0.5108 -1.2513 -0.4746 -0.17
O -20.99161 32.73821 33.24914 -0.1135 0.1383 -0.1339 -0.12
H -22.32065 32.28907 34.82640 -0.0776 0.4879 -0.1692 0.06
H -23.07512 32.54860 33.16898 0.2327 1.1298 0.4036 0.07
H -22.35600 31.16078 33.51104 0.6903 -0.5551 0.1125 0.08
H -20.29773 32.09869 33.42564 0.0269 0.0386 0.0034 0.07
N -25.42601 32.54262 36.45917 0.6032 -1.1498 -2.0580 0.02
C -26.44505 32.04143 35.65680 -0.7905 0.9036 1.8981 -0.12
C -26.44575 32.74936 34.45558 -2.3170 -1.9179 0.7256 -0.13
C -25.33326 33.52684 34.40354 2.9651 -0.1190 2.0084 -0.10
C -24.63045 33.23229 35.62395 -0.0450 3.1089 -1.5174 -0.16
H -25.15756 32.25725 37.39008 -0.3368 -0.2075 -0.2115 0.13
H -27.12836 31.44978 36.24794 -0.5700 -0.1262 -0.8217 0.10
H -27.27234 32.71181 33.76150 0.2349 -0.1798 -0.1779 0.08
H -24.98991 34.16725 33.60456 0.0079 -0.1261 0.0954 0.09
H -23.70228 33.69346 35.92764 -0.0957 -0.0817 0.2382 0.10
N -21.15333 35.71277 31.37424 -0.0107 -0.2778 1.5560 0.00
C -22.37126 36.26136 31.60897 -0.8593 0.8841 -2.0249 -0.12
C -22.28208 37.64861 31.27117 -2.3183 -2.6974 2.0765 -0.11
C -20.94915 37.88824 31.23822 3.3024 0.9846 -1.0689 -0.16
C -20.22878 36.70211 31.27481 -0.0945 0.3227 -0.1864 -0.14
H -20.97392 34.73502 31.55292 0.1828 0.1321 0.1128 0.13
H -23.18706 35.58411 31.81443 -0.2274 0.2980 -0.2084 0.10
H -23.11932 38.33073 31.25934 0.2014 0.0285 0.0570 0.09
H -20.46728 38.84341 31.09038 -0.0637 0.0603 0.0249 0.09
H -19.17186 36.48358 31.31453 -0.1336 0.1672 -0.2460 0.10
C -28.92518 33.90044 31.45720 -0.7566 0.1174 -0.5631 -0.30
S -27.66635 34.19917 30.19508 1.3131 -1.4028 -0.9556 0.84
O -26.33535 33.53412 30.51390 -1.8520 0.5858 -0.1526 -0.59
C -28.41969 33.17642 28.74122 0.0546 0.0026 0.8769 -0.22
H -29.34411 32.89858 31.55135 0.5624 -0.1833 0.0666 0.06
H -29.73067 34.50234 31.03648 -0.2645 0.1624 0.0465 0.04
H -28.68378 34.35778 32.41671 0.4069 -0.1852 -0.1488 0.05
H -28.70860 32.16407 29.02366 0.2973 -0.0139 0.5358 0.04
H -27.63788 33.07849 27.98804 0.0766 0.3593 0.1890 0.04
H -29.32457 33.59591 28.30155 0.1914 0.5792 0.1530 0.04
```
Positions in Å, forces in eV/Å.

Entry from the OMol25 dataset: an isolated ion of composition C12H24N3 and charge +1 in a non-equilibrium geometry (ωB97M-V/def2-TZVPD).

Output
SMILES: CN(C)CN1CCC[N+]2=C1CCCCC2
Orbital gap (eV): 9.4218
Charge: +1
Energy relative to the best compared isomer or geometry (same formula, charge and spin) (eV): 0.000
Energy (eV): -17298.164

```
39
Properties=species:S:1:pos:R:3:forces:R:3:lowdin_charge:R:1
C 0.98289 0.04833 -3.22585 -0.2565 -0.0083 0.0292 -0.07
N -0.32130 -0.05174 -2.54913 0.2735 -0.3128 -0.1095 -0.26
C -1.41497 -0.13979 -3.52809 -0.1037 -0.2419 0.1981 -0.08
C -0.38047 -1.23358 -1.68742 -1.1275 0.4251 -1.6697 -0.20
N 0.28745 -1.10463 -0.42307 -0.6681 0.4915 1.1099 0.00
C 0.96334 -2.32693 -0.01497 0.3942 -0.2970 0.1875 -0.14
C 1.90770 -1.99999 1.10130 0.7216 -0.2688 0.3682 -0.15
C 1.12778 -1.42417 2.25144 0.2232 -0.3612 0.3439 -0.13
N 0.24224 -0.36104 1.78552 -0.6583 0.0293 -0.2655 -0.01
C -0.21658 -0.28881 0.54544 0.2836 -0.2784 -0.3876 -0.14
C -1.28324 0.74044 0.22130 0.0106 -0.5150 -0.2941 -0.08
C -0.71548 2.15478 0.26550 0.1874 0.5931 -0.0336 -0.17
C -0.68011 2.76013 1.66831 -0.0431 0.0860 -0.1674 -0.20
C 0.12432 1.96785 2.68429 0.2601 0.0190 0.2129 -0.17
C -0.30122 0.50788 2.84276 -0.1489 0.3046 0.2658 -0.12
H 0.89790 0.78951 -4.02788 0.1450 -0.1308 0.2430 0.09
H 1.74847 0.37962 -2.52074 -0.0213 -0.0747 -0.0647 0.08
H 1.29439 -0.91650 -3.67343 -0.0826 0.2550 0.0717 0.09
H -1.31908 0.62945 -4.29698 0.0900 -0.0684 0.2053 0.09
H -1.44663 -1.12886 -4.02553 -0.0072 0.2830 0.0303 0.10
H -2.36933 0.01501 -3.00760 0.1215 -0.0754 -0.1702 0.09
H -1.44957 -1.47221 -1.54241 0.3569 -0.0111 0.0236 0.14
H 0.07167 -2.08497 -2.22461 -0.0920 0.0521 0.3242 0.13
H 0.22427 -3.06876 0.34432 0.2212 0.1691 -0.3620 0.15
H 1.50725 -2.73244 -0.87436 -0.2322 0.0792 0.1777 0.14
H 2.42090 -2.91407 1.42358 -0.0619 0.2467 -0.0056 0.14
H 2.67099 -1.28210 0.78509 -0.0826 -0.1249 -0.1345 0.13
H 0.50988 -2.21088 2.71539 0.1532 0.3039 0.0222 0.15
H 1.79699 -1.01251 3.01916 -0.2375 -0.0718 -0.2361 0.14
H -2.11980 0.63614 0.93279 0.3304 -0.0568 -0.1678 0.14
H -1.67748 0.55143 -0.78220 0.1998 -0.0151 0.3836 0.10
H -1.33434 2.80517 -0.36631 0.1422 -0.2329 0.0719 0.13
H 0.29131 2.15373 -0.17912 -0.2418 0.0195 0.0532 0.13
H -0.24989 3.76438 1.59307 -0.1858 -0.0764 0.0847 0.12
H -1.71213 2.86553 2.03210 0.1593 0.0418 -0.0561 0.12
H 1.19123 1.98814 2.42207 -0.1254 -0.0220 0.0503 0.13
H 0.04185 2.46091 3.66145 -0.0112 -0.1528 -0.1607 0.12
H -1.39604 0.41419 2.86227 0.2655 0.0007 0.1118 0.13
H 0.08483 0.12136 3.79256 -0.1517 -0.0036 -0.2836 0.13
```
Positions in Å, forces in eV/Å.

Entry from the OMol25 dataset: C12H25BClO7P2Sb as an isolated structure in a non-equilibrium geometry (ωB97M-V/def2-TZVPD).

Output
Orbital gap (eV): 4.4673
Charge: -2
Energy (eV): -65491.394

```
49
Properties=species:S:1:pos:R:3:forces:R:3:lowdin_charge:R:1
C 4.63099 -1.73542 0.92932 0.4006 0.3941 -0.4731 0.03
C 5.58172 -0.84359 0.48056 -1.3809 -0.5378 1.1990 -0.06
C 5.26235 0.59137 0.02916 0.4223 -0.8932 -1.5011 -0.49
O 5.77361 0.99363 -0.98478 0.3080 0.5073 0.3713 0.10
O 4.39393 1.39772 0.75279 0.2988 -1.4068 -0.7796 -0.05
C 3.06500 1.06893 0.19840 -1.0076 -0.0031 -0.7642 -0.17
C 2.12495 2.32695 0.12959 1.2155 0.2263 1.2820 -0.16
C 1.23377 2.40700 1.43350 0.2010 0.6417 -0.7742 -0.20
C -0.30106 2.73833 1.17411 0.9206 -0.0585 1.4164 -0.21
C -1.17615 1.64096 1.88641 -1.2680 0.2568 0.5119 -0.30
C -2.10189 0.71148 1.02107 -0.5951 0.6487 1.4634 -0.41
Sb -1.51773 0.03535 -0.98879 -0.1858 0.0889 -0.4694 0.95
P -3.14870 1.70376 -1.97747 -0.0891 2.1879 0.1731 0.51
O -2.76820 3.17891 -1.80610 -0.1699 -0.6373 -0.2052 -0.64
B -3.20428 -1.51182 -0.87118 -0.8217 -1.2582 -0.1307 -0.55
O -4.59304 -1.12952 -0.87024 1.0688 0.0378 0.8321 -0.03
C -2.94802 -3.11099 -0.74881 -0.7685 -0.4532 0.2369 -0.25
C -2.87885 -3.60685 0.75663 0.2444 0.1257 -0.2304 -0.16
C -1.07228 -0.64156 -3.05295 1.6419 0.4143 -4.4920 -0.89
O -1.25658 -1.82204 -3.44343 -0.7320 -0.2902 1.6907 -0.15
O -0.63546 0.23156 -3.91296 -0.7311 -0.3423 2.6510 -0.22
P 0.04519 -1.80738 -0.16934 1.1697 -1.8137 -1.1635 0.42
O 1.47854 -1.51587 -1.05920 -0.8153 0.5284 0.8514 -0.49
Cl 0.49257 -1.62079 1.91085 0.4512 0.5115 0.3904 0.01
H 3.69712 -1.93165 0.35823 -0.1314 1.1973 1.2726 0.06
H 4.80485 -2.34209 1.84423 0.5126 -0.6237 -1.4670 0.06
H 6.61950 -1.25226 0.42046 -0.4637 1.3200 1.0107 0.10
H 2.63865 0.23640 0.80638 0.1522 0.7123 -0.3792 0.08
H 3.21565 0.67527 -0.83482 -0.0619 0.3092 0.6677 0.12
H 1.56781 2.38286 -0.82895 0.1845 -0.3575 0.7781 0.09
H 2.81695 3.21306 0.16380 -0.5235 -0.7469 -0.3312 0.11
H 1.38941 1.45975 2.00014 -0.5084 0.6044 -0.4283 0.08
H 1.66869 3.21423 2.08617 -0.3777 -0.7017 -0.5163 0.10
H -0.53906 2.93905 0.10864 0.0977 -0.5081 0.6568 0.08
H -0.47212 3.71307 1.71087 -0.0767 -0.8204 -0.5332 0.09
H -0.60204 0.98062 2.58833 -0.0151 0.7361 -0.8606 0.06
H -1.86710 2.21132 2.57690 0.5230 -0.5428 -0.5299 0.09
H -3.10288 1.22550 0.93815 0.8189 -0.4703 -0.2614 0.04
H -2.31564 -0.21188 1.63574 0.2875 0.6416 -0.6479 0.04
H -0.14507 1.14516 -1.13965 0.0200 0.1008 0.1037 -0.04
H -3.40184 1.37589 -3.35144 -0.2530 -0.1235 0.3457 -0.04
H -4.42537 1.53734 -1.31875 0.1836 -0.3153 -0.5355 -0.06
H -4.92657 -1.35641 0.01846 -0.1633 -0.1479 -0.5993 0.08
H -3.86849 -3.60588 -1.18089 0.6972 0.4473 0.2373 0.09
H -2.09011 -3.46179 -1.36680 -0.4348 0.3796 0.6447 0.06
H -3.08192 -4.70815 0.80996 -0.0395 0.9256 0.0913 0.06
H -3.61143 -3.03365 1.38929 0.4368 -0.7046 -0.4407 0.06
H -1.87932 -3.45256 1.22510 -0.6021 0.0383 -0.4688 0.02
H 1.42994 -0.63329 -1.47670 -0.0405 -0.2248 0.1046 0.00
```
Positions in Å, forces in eV/Å.

Q: Among the records above, which one has the highest orbital gap?
A: C12H24N3

Q: Which value of energy does entry 3 give?
A: -17298.164 eV